No. 1
20
Properties=species:S:1:pos:R:3 method="wB97M-V/def2-TZVPD" gap_ev=6.5 energy_ha=-307.32013 lumo_energy_ev=-7.4 homo_energy_ha=-0.51065 total_charge=+1 de_lowest_kj_mol=791.5 max_force_ha_per_bohr=0.133
C 2.464 0.277 0.527
C 1.331 -0.300 -0.199
C 0.358 0.591 -0.905
C -1.191 0.315 -0.670
C -1.480 -1.070 0.063
N -0.776 -0.967 1.356
N -1.803 1.661 -0.289
H 3.186 0.899 -0.026
H 3.088 -0.527 0.908
H 2.201 1.025 1.281
H 1.581 -1.201 -0.762
H -0.772 -1.799 1.943
H 0.449 0.678 -1.988
H 0.382 1.588 -0.439
H -1.115 -1.911 -0.501
H 0.184 -0.782 0.932
H -2.559 -1.111 0.156
H -2.815 1.677 -0.163
H -1.225 0.950 0.460
H -1.485 0.007 -1.684

***

No. 2
65
Properties=species:S:1:pos:R:3 method="wB97M-V/def2-TZVPD" gap_ev="7.2 / 6.4" energy_ha=-3236.65280 lumo_energy_ev="-3.2 / -3.3" homo_energy_ha="-0.38445 / -0.35462" total_charge=+1 multiplicity=2 de_lowest_kj_mol=6.1 max_force_ha_per_bohr=0.003
Mn -0.134 0.228 0.075
N 2.977 3.187 -0.126
C 2.296 2.040 -0.214
N 1.085 1.877 0.216
C 0.407 2.953 0.798
N -0.817 2.822 1.194
N -1.269 1.543 0.933
C -2.480 1.239 1.249
C -2.848 -0.128 0.916
C -4.106 -0.670 1.130
C -4.337 -1.984 0.756
C -3.308 -2.712 0.182
C -2.075 -2.105 -0.002
N -1.844 -0.845 0.357
C 1.110 4.220 0.946
C 0.520 5.340 1.542
C 1.227 6.516 1.650
C 2.535 6.596 1.162
C 3.133 5.505 0.571
C 2.415 4.317 0.465
H 3.914 3.232 -0.494
H 2.796 1.199 -0.681
H -3.151 1.950 1.718
H -4.884 -0.067 1.580
H -5.309 -2.432 0.912
H -3.448 -3.738 -0.128
H -1.251 -2.627 -0.466
H -0.492 5.255 1.910
H 0.772 7.381 2.112
H 3.086 7.522 1.249
H 4.146 5.564 0.193
O 1.951 -1.508 -2.904
C 1.175 -0.897 -2.173
N 1.062 -0.976 -0.847
C 1.927 -1.858 -0.107
C 1.671 -1.635 1.361
C 2.341 -2.361 2.338
C 2.070 -2.119 3.671
C 1.128 -1.154 4.000
C 0.501 -0.474 2.977
N 0.762 -0.702 1.684
C 0.182 0.089 -2.749
C 0.092 0.299 -4.111
C -0.876 1.169 -4.587
C -1.713 1.800 -3.682
C -1.542 1.551 -2.330
N -0.612 0.717 -1.869
H 2.987 -1.682 -0.331
H 1.752 -2.912 -0.355
H 3.066 -3.108 2.042
H 2.583 -2.675 4.445
H 0.881 -0.932 5.028
H -0.242 0.286 3.184
H 0.771 -0.237 -4.760
H -0.980 1.349 -5.649
H -2.485 2.482 -4.010
H -2.165 2.034 -1.587
S -3.212 -3.179 -5.063
C -1.525 -3.443 -5.138
C -0.925 -2.912 -4.043
N -1.771 -2.303 -3.145
C -2.998 -2.377 -3.566
H -1.067 -3.964 -5.962
H 0.139 -2.926 -3.848
H -3.840 -1.964 -3.028

***

No. 3
63
Properties=species:S:1:pos:R:3 method="wB97M-V/def2-TZVPD" gap_ev="2.5 / 5.7" energy_ha=-2864.02214 lumo_energy_ev="3.9 / 3.9" homo_energy_ha="0.05276 / -0.06675" total_charge=-2 multiplicity=4 de_lowest_kj_mol=8.4 max_force_ha_per_bohr=0.009
Pt 0.160 -0.094 0.005
O 0.338 0.119 2.389
N 1.224 0.990 2.819
C 1.081 1.431 4.093
C 1.932 2.336 4.667
C 2.989 2.821 3.885
C 3.124 2.381 2.595
C 2.239 1.441 2.002
S 2.421 0.919 0.400
H 0.235 0.986 4.595
H 1.768 2.649 5.688
H 3.692 3.539 4.291
H 3.923 2.736 1.960
O 1.203 -2.600 -5.847
S 1.914 -1.708 -4.937
O 3.073 -1.076 -5.558
N 0.939 -0.639 -4.250
C 0.865 -0.841 -2.909
O 0.099 -0.064 -2.199
C 1.650 -1.917 -2.405
C 1.820 -2.447 -1.099
C 2.672 -3.494 -0.875
C 3.400 -4.092 -1.945
C 3.222 -3.604 -3.246
C 2.372 -2.552 -3.466
H 1.240 -1.998 -0.281
H 2.793 -3.877 0.133
H 4.071 -4.920 -1.756
H 3.755 -4.056 -4.076
Cl -6.703 0.454 2.246
C -5.187 -0.169 1.612
C -4.188 -0.571 2.487
C -2.993 -1.050 1.982
C -2.745 -1.139 0.598
C -1.447 -1.565 0.091
C -3.802 -0.758 -0.249
C -5.002 -0.269 0.243
H -4.344 -0.493 3.556
H -2.196 -1.321 2.665
H -1.482 -1.945 -0.931
H -0.997 -2.302 0.761
H -3.660 -0.838 -1.321
H -5.793 0.030 -0.432
C -1.779 2.240 1.087
C -2.536 3.583 0.945
N -2.218 4.234 -0.328
C -2.575 3.315 -1.416
C -1.794 1.985 -1.305
N -0.938 2.011 -0.098
C 0.007 3.129 -0.229
C -0.773 4.459 -0.382
H -2.467 1.405 1.174
H -1.128 2.219 1.963
H -2.273 4.273 1.752
H -3.616 3.422 0.985
H -2.362 3.814 -2.365
H -3.654 3.142 -1.368
H -1.152 1.782 -2.159
H -2.460 1.133 -1.208
H 0.646 2.920 -1.086
H 0.647 3.138 0.655
H -0.538 4.940 -1.334
H -0.510 5.159 0.416

***

No. 4
36
Properties=species:S:1:pos:R:3 method="wB97M-V/def2-TZVPD" gap_ev="5.8 / 5.1" energy_ha=-2205.01958 lumo_energy_ev="-13.5 / -14.2" homo_energy_ha="-0.70774 / -0.70770" total_charge=+3 multiplicity=4 max_force_ha_per_bohr=0.155
C -2.805 -0.845 -1.236
C -2.153 0.436 -1.673
F -2.074 0.466 -3.029
C -0.746 0.696 -1.128
Cl -0.197 2.209 -1.901
C 0.236 -0.430 -1.502
C 1.034 -1.152 -0.403
C 0.407 -2.500 0.089
C 2.403 -1.513 -0.960
N 1.254 -0.307 0.827
O 2.312 -0.311 1.280
C 0.472 0.945 1.089
C 1.375 2.145 0.776
C 0.198 1.007 2.636
C -0.845 0.917 0.359
H -3.460 -1.153 -2.029
H -2.125 -1.660 -1.071
H -3.430 -0.709 -0.373
H -2.773 1.266 -1.358
H -0.325 -1.195 -2.005
H 0.933 -0.059 -2.225
H 0.412 -2.572 1.162
H 0.972 -3.312 -0.319
H -0.610 -2.589 -0.242
H 2.933 -2.208 -0.339
H 2.984 -0.634 -1.192
H 2.203 -2.017 -1.889
H 2.050 2.329 1.593
H 1.970 1.956 -0.095
H 0.760 3.001 0.566
H 0.258 2.084 2.883
H -0.810 0.630 2.867
H 0.964 0.495 3.199
H -1.379 1.827 0.575
H -1.441 0.104 0.754
Tm -0.959 2.653 4.312